Below is one molecule with the formula C4H8N2O at a distorted geometry, with properties calculated with ωB97M-V/def2-TZVPD.

The energy above the lowest of the compared OMol25 structures with the same formula, charge and spin is 108.9 kcal/mol. The value obtained for the molar mass is 100.121 g/mol. The value obtained for the total energy is -341.83017 Eh. The HOMO energy (alpha / beta) is -7.25 / -7.26 eV. As for the LUMO energy (alpha / beta): 0.0290 / 0.0290 Eh.

The geometry in ORCA input format:
```
! wB97M-V def2-TZVPD RIJCOSX def2/J DEFGRID3
* xyz 0 1
C -2.69960 0.39317 -0.10371
C -0.76444 -0.88896 -0.15284
C 0.74208 1.00887 -0.16938
C 1.95075 0.16010 -0.25825
N -1.69786 1.33883 -0.02703
N -0.54145 0.58661 -0.11153
O -2.13664 -0.89843 0.22320
H -3.45247 0.68676 0.56230
H -3.07481 0.30897 -1.13732
H -0.60971 -1.05558 -1.31815
H -0.25806 -1.41416 0.69188
H 0.84937 2.01490 -0.03786
H 2.84409 0.83829 -0.39764
H 1.82097 -0.59052 -1.08436
H 2.12393 -0.50766 0.64512
*
```